Formula: C45H62N5OPSTi
Source: the Open Molecules 2025 dataset
Level of theory: ωB97M-V/def2-TZVPD

```
! RIJCOSX wB97M-V def2-TZVPD def2/J DEFGRID3
* xyz 2 1
Ti 0.083 -0.643 -0.111
N -2.492 -3.476 -2.340
C -1.815 -2.717 -1.473
S -1.189 -1.197 -2.071
N -1.658 -3.160 -0.256
N -1.041 -2.256 0.548
C -0.935 -2.523 1.818
C -1.390 -3.754 2.472
C -1.125 -5.011 1.923
C -1.554 -6.154 2.576
C -2.273 -6.055 3.760
C -2.560 -4.808 4.300
C -2.110 -3.663 3.668
C -0.373 -1.400 2.601
C 0.095 -1.501 3.894
C 0.530 -0.345 4.537
C 0.457 0.866 3.875
C 0.012 0.873 2.564
N -0.363 -0.230 1.934
H -2.594 -3.193 -3.299
H -2.871 -4.359 -2.041
H -0.581 -5.091 0.994
H -1.336 -7.126 2.155
H -2.613 -6.951 4.261
H -3.136 -4.729 5.212
H -2.364 -2.693 4.077
H 0.124 -2.462 4.386
H 0.897 -0.395 5.554
H 0.737 1.790 4.360
H -0.060 1.785 1.993
C -6.766 -1.361 1.329
C -5.408 -1.923 0.890
C -4.847 -2.861 1.957
C -4.483 -0.775 0.546
C -3.912 0.021 1.531
C -3.178 1.161 1.231
C -2.958 2.134 2.387
C -2.810 1.454 3.762
C -4.180 3.064 2.506
C -2.911 1.489 -0.129
C -3.604 0.777 -1.127
C -4.324 -0.362 -0.762
C -3.805 1.143 -2.602
C -2.909 2.185 -3.259
C -5.267 1.568 -2.814
C -2.240 2.806 -0.454
C -3.177 3.849 -0.514
C -2.854 5.165 -0.771
C -1.530 5.483 -1.017
C -0.592 4.471 -1.000
C -0.883 3.126 -0.717
P 0.668 2.064 -0.787
C 1.341 2.058 -2.606
C 0.882 3.246 -3.462
C 0.853 0.775 -3.284
C 2.875 1.943 -2.665
C 1.981 3.125 0.201
C 3.164 2.192 0.540
C 2.505 4.381 -0.549
C 1.438 3.661 1.533
H -7.473 -2.170 1.516
H -7.189 -0.708 0.565
H -6.662 -0.783 2.250
H -5.567 -2.499 -0.027
H -4.712 -2.341 2.909
H -3.887 -3.282 1.658
H -5.542 -3.683 2.132
H -4.115 -0.212 2.569
H -2.091 2.769 2.182
H -3.790 1.292 4.211
H -2.257 2.099 4.445
H -2.316 0.484 3.719
H -5.083 2.465 2.633
H -4.316 3.708 1.642
H -4.070 3.704 3.383
H -4.831 -0.919 -1.544
H -3.652 0.207 -3.149
H -3.188 3.202 -2.988
H -2.998 2.096 -4.343
H -1.872 2.045 -2.991
H -5.473 2.494 -2.272
H -5.974 0.814 -2.473
H -5.452 1.754 -3.873
H -4.216 3.582 -0.377
H -3.626 5.922 -0.793
H -1.227 6.497 -1.240
H 0.418 4.742 -1.249
H -0.193 3.400 -3.432
H 1.156 3.028 -4.496
H 1.362 4.185 -3.199
H -0.225 0.710 -3.357
H 1.230 -0.113 -2.769
H 1.245 0.741 -4.303
H 3.427 2.703 -2.131
H 3.158 2.019 -3.718
H 3.216 0.965 -2.320
H 3.418 1.496 -0.256
H 2.937 1.619 1.434
H 4.054 2.788 0.742
H 2.473 4.339 -1.629
H 3.546 4.535 -0.265
H 1.967 5.273 -0.235
H 1.404 2.897 2.302
H 0.460 4.135 1.434
H 2.132 4.424 1.892
N 4.113 -1.125 1.259
C 2.984 -1.119 0.577
O 1.957 -0.549 1.024
C 2.862 -1.780 -0.748
C 1.396 -2.178 -0.874
H 4.173 -0.654 2.149
H 4.934 -1.589 0.907
H 3.540 -2.632 -0.842
H 3.155 -1.053 -1.511
H 1.210 -3.039 -0.227
H 1.175 -2.481 -1.891
*
```

## Properties
- DFT total energy: -100397.8501 eV
- Gap between HOMO and LUMO: 6.29 eV
- HOMO level: -12.94 eV
- LUMO level: -6.6 eV
- Energy above the lowest of the compared OMol25 structures with the same formula, charge and spin: 1.2335 eV

Results of the Mulliken charge analysis, in e, for atoms 1 through 5: atom 1 (Ti): -0.52, atom 2 (N): -0.35, atom 3 (C): 0.04, atom 4 (S): -0.55, atom 5 (N): -1.64

=====

Formula: C45H64BCl8F12N3O14S4
Source: the Open Molecules 2025 dataset
Level of theory: ωB97M-V/def2-TZVPD

```
! RIJCOSX wB97M-V def2-TZVPD def2/J DEFGRID3
* xyz -1 2
C -1.384 1.815 -3.233
C -1.553 0.821 -2.011
C -0.207 0.199 -1.557
N -0.221 -0.299 -0.151
C -1.453 -1.271 -0.060
C -1.262 -2.294 1.157
C 0.107 -2.971 1.198
C 1.196 -1.890 1.308
C 1.145 -1.027 0.037
C -0.191 0.899 0.808
H -0.876 2.742 -2.969
H -2.314 2.138 -3.702
H -0.760 1.459 -4.053
H -2.234 0.026 -2.317
H -2.046 1.422 -1.248
H 0.590 0.942 -1.583
H 0.072 -0.614 -2.228
H -1.503 -1.840 -0.988
H -2.461 -0.857 -0.070
H -2.100 -2.988 1.105
H -1.481 -1.823 2.116
H 0.266 -3.647 0.358
H 0.188 -3.594 2.088
H 2.177 -2.365 1.313
H 1.011 -1.225 2.151
H 1.187 -1.685 -0.830
H 1.961 -0.305 0.039
H -0.285 0.403 1.774
H -1.006 1.614 0.695
H 0.776 1.389 0.697
N 5.408 0.306 0.892
S 5.509 -0.525 2.113
O 4.600 -1.633 2.271
O 6.154 0.002 3.269
F 6.745 -1.337 1.430
S 4.299 1.364 1.711
O 4.886 2.607 2.190
O 3.096 0.821 2.391
F 3.533 1.823 0.374
N 5.017 -0.327 -2.399
S 4.338 -1.675 -2.684
O 5.072 -2.567 -3.597
O 2.935 -1.876 -2.402
F 4.846 -2.315 -1.241
S 4.122 0.419 -3.624
O 2.918 1.087 -3.211
O 4.229 -0.234 -4.941
F 5.096 1.714 -3.820
B -4.085 0.308 1.924
F -4.094 -1.019 2.337
F -2.842 0.851 1.847
F -4.696 0.371 0.696
F -4.811 1.024 2.812
C -2.190 0.438 4.930
Cl -2.305 1.256 6.468
Cl -0.516 -0.065 4.602
H -2.795 -0.466 5.001
H -2.579 1.168 4.221
C -5.345 2.616 -1.310
Cl -4.841 1.448 -2.579
Cl -6.693 3.589 -1.871
H -5.691 1.953 -0.517
H -4.541 3.281 -0.996
C -0.545 5.161 -1.007
Cl -0.077 6.481 0.090
Cl 0.835 4.004 -1.252
H -1.361 4.631 -0.516
H -0.878 5.506 -1.986
C 2.717 -7.446 2.779
Cl 3.988 -7.831 1.640
Cl 2.168 -5.752 2.656
H 1.901 -8.150 2.620
H 3.060 -7.649 3.794
C -4.908 3.624 -5.559
C -3.958 4.848 -5.290
O -4.481 5.736 -4.294
C -4.040 5.736 -3.018
O -3.185 5.013 -2.497
O -4.621 6.697 -2.359
C -4.512 6.728 -0.932
H -5.127 2.982 -4.705
H -4.361 3.024 -6.286
H -5.820 3.931 -6.071
H -3.774 5.415 -6.203
H -2.948 4.491 -5.092
H -4.764 5.792 -0.434
H -5.135 7.503 -0.485
H -3.514 6.926 -0.541
C -1.934 -4.223 -3.196
C -0.823 -3.324 -3.528
O 0.259 -3.425 -2.613
C 1.184 -4.403 -2.800
O 1.184 -5.207 -3.773
O 1.962 -4.425 -1.676
C 3.008 -5.409 -1.548
H -2.099 -4.091 -2.127
H -1.694 -5.271 -3.374
H -2.825 -3.913 -3.741
H -1.227 -2.316 -3.614
H -0.458 -3.429 -4.550
H 3.277 -5.631 -0.516
H 3.887 -4.974 -2.024
H 2.931 -6.333 -2.121
F -2.404 -8.318 2.216
C -2.438 -7.067 2.727
C -3.538 -6.228 2.452
C -3.499 -4.921 2.903
C -2.323 -4.466 3.504
C -1.256 -5.248 3.787
C -1.291 -6.560 3.314
H -4.383 -6.637 1.917
H -4.299 -4.232 2.674
H -2.217 -3.423 3.764
H -0.372 -4.823 4.239
H -0.493 -7.238 3.576
F -0.302 3.808 6.348
C 0.163 3.874 5.130
C 1.559 3.607 4.914
C 2.154 3.599 3.694
C 1.334 3.937 2.622
C -0.026 4.225 2.790
C -0.613 4.129 4.026
H 2.221 3.353 5.729
H 3.217 3.413 3.675
H 1.796 3.823 1.652
H -0.672 4.375 1.938
H -1.682 4.268 4.088
F 4.190 -3.704 4.894
C 4.163 -2.443 5.365
C 5.126 -2.019 6.257
C 5.136 -0.726 6.728
C 4.179 0.171 6.253
C 3.198 -0.207 5.420
C 3.174 -1.495 4.972
H 5.864 -2.756 6.537
H 5.911 -0.436 7.422
H 4.121 1.155 6.694
H 2.417 0.487 5.147
H 2.462 -1.755 4.203
F -0.442 0.721 -7.425
C -0.023 1.835 -6.833
C 1.155 1.923 -6.117
C 1.551 3.042 -5.391
C 0.762 4.165 -5.457
C -0.385 4.187 -6.270
C -0.832 2.992 -6.881
H 1.714 1.014 -5.956
H 2.433 3.063 -4.767
H 0.936 4.988 -4.781
H -1.090 5.005 -6.252
H -1.765 2.944 -7.422
*
```

## Properties
- DFT total energy: -257645.6038 eV
- ⟨S²⟩: 0.76
- Gap between HOMO and LUMO (spin up / spin down): 8.09 / 2.19 eV
- HOMO level (spin up / spin down): -7.16 / -6.83 eV
- LUMO level (spin up / spin down): 0.9 / -4.6 eV

Results of the Mulliken charge analysis, in e, for atoms 1 through 5: atom 1 (C): -0.79, atom 2 (C): -0.30, atom 3 (C): -0.13, atom 4 (N): 0.87, atom 5 (C): -0.30

=====

Formula: C45H66O21
Source: the Open Molecules 2025 dataset
Level of theory: ωB97M-V/def2-TZVPD

```
! RIJCOSX wB97M-V def2-TZVPD def2/J DEFGRID3
* xyz 0 1
C -5.882 1.012 -5.313
O -4.833 1.286 -4.412
C -3.666 0.659 -4.659
O -3.398 0.032 -5.631
O -2.770 0.883 -3.687
C -3.046 1.779 -2.621
H -5.697 0.070 -5.830
H -6.003 1.789 -6.070
H -6.823 0.946 -4.769
H -3.908 1.442 -2.048
H -3.215 2.796 -2.974
H -2.148 1.810 -2.009
C 6.731 -2.980 1.758
O 5.515 -2.541 1.149
C 5.468 -2.584 -0.174
O 6.303 -3.038 -0.910
O 4.439 -1.820 -0.545
C 4.337 -1.405 -1.890
H 7.008 -3.937 1.317
H 6.503 -3.124 2.807
H 7.519 -2.250 1.589
H 5.126 -0.722 -2.202
H 3.347 -1.025 -2.108
H 4.485 -2.303 -2.504
C -2.539 -5.608 -4.242
O -1.977 -4.599 -3.444
C -2.310 -3.329 -3.777
O -2.606 -2.955 -4.865
O -2.214 -2.505 -2.740
C -2.604 -2.906 -1.444
H -3.614 -5.736 -4.082
H -2.023 -6.550 -4.088
H -2.450 -5.364 -5.307
H -3.555 -3.448 -1.457
H -2.713 -1.967 -0.921
H -1.918 -3.607 -0.964
C 1.240 0.349 -7.004
O 1.018 0.003 -5.651
C -0.167 -0.605 -5.404
O -0.931 -1.010 -6.211
O -0.438 -0.666 -4.101
C 0.338 0.072 -3.159
H 0.537 1.077 -7.410
H 1.315 -0.514 -7.662
H 2.210 0.857 -7.023
H 1.377 -0.255 -3.222
H -0.098 -0.088 -2.181
H 0.314 1.138 -3.397
C 3.875 4.137 1.839
O 4.330 3.811 0.530
C 3.546 4.155 -0.487
O 2.558 4.832 -0.415
O 4.063 3.606 -1.591
C 3.322 3.874 -2.773
H 3.847 5.218 1.975
H 4.575 3.674 2.525
H 2.876 3.736 2.019
H 3.283 4.933 -3.026
H 2.316 3.455 -2.753
H 3.856 3.371 -3.581
C 2.394 -3.842 2.071
O 3.565 -4.626 1.936
C 3.994 -5.323 2.981
O 3.366 -5.530 3.988
O 5.235 -5.728 2.729
C 5.843 -6.509 3.753
H 2.571 -3.061 2.805
H 1.519 -4.431 2.373
H 2.084 -3.525 1.079
H 5.170 -7.298 4.092
H 6.140 -5.878 4.587
H 6.705 -7.015 3.325
C 0.877 1.106 4.026
O -0.086 0.955 5.063
C -0.279 -0.286 5.481
O 0.291 -1.268 5.094
O -1.285 -0.269 6.358
C -1.452 -1.472 7.100
H 1.889 0.841 4.353
H 0.832 2.157 3.771
H 0.725 0.395 3.212
H -0.579 -1.696 7.718
H -1.693 -2.322 6.464
H -2.264 -1.316 7.809
C -3.941 -3.732 1.790
C -2.939 -4.689 1.754
C -1.671 -4.444 2.282
C -1.415 -3.235 2.937
C -2.421 -2.286 2.974
C -3.668 -2.524 2.421
H -4.921 -3.925 1.375
H -3.031 -5.645 1.248
H -0.941 -5.242 2.238
H -0.468 -3.107 3.447
H -2.278 -1.372 3.542
H -4.469 -1.797 2.495
C 1.467 0.306 0.515
C 0.577 -0.762 0.530
C -0.801 -0.567 0.624
C -1.305 0.720 0.688
C -0.442 1.803 0.582
C 0.921 1.590 0.540
H 2.524 0.112 0.392
H 0.877 -1.793 0.378
H -1.397 -1.463 0.598
H -2.375 0.882 0.585
H -0.866 2.797 0.654
H 1.580 2.446 0.430
C -1.347 4.449 -4.340
C -0.517 3.770 -3.463
C -0.383 4.175 -2.142
C -1.156 5.220 -1.652
C -2.029 5.862 -2.524
C -2.131 5.488 -3.859
H -1.358 4.229 -5.399
H 0.099 2.948 -3.811
H 0.334 3.686 -1.493
H -1.050 5.525 -0.620
H -2.683 6.626 -2.117
H -2.732 6.121 -4.498
C -4.003 5.341 4.553
C -3.404 4.757 3.442
C -2.193 4.083 3.545
C -1.568 4.011 4.779
C -2.115 4.619 5.903
C -3.347 5.248 5.777
H -4.927 5.895 4.472
H -3.899 4.894 2.485
H -1.821 3.582 2.663
H -0.591 3.549 4.850
H -1.617 4.646 6.861
H -3.752 5.780 6.634
*
```

## Properties
- DFT total energy: -90731.3422 eV
- Gap between HOMO and LUMO: 9.86 eV
- SMILES string: COC(=O)OC.COC(=O)OC.COC(=O)OC.COC(=O)OC.COC(=O)OC.COC(=O)OC.COC(=O)OC.c1ccccc1.c1ccccc1.c1ccccc1.c1ccccc1
- HOMO level: -9.40 eV
- LUMO level: 0.5 eV

Results of the Mulliken charge analysis, in e, for atoms 1 through 5: atom 1 (C): -0.79, atom 2 (O): -0.39, atom 3 (C): 0.42, atom 4 (O): -0.50, atom 5 (O): 0.31

=====

Question: The lowest DFT total energy belongs to which entry?
Answer: C45H64BCl8F12N3O14S4

=====

Question: Which value of DFT total energy does entry 1 give?
Answer: -100397.8501 eV